[1]
Below is C48H48BN4O8P2S2TeTi as an isolated structure, with properties calculated with wB97M-V/def2-TZVPD.

Geometry as XYZ:
```
115
Properties=species:S:1:pos:R:3:mulliken_charge:R:1
Ti 0.96607 -0.17410 -0.55943 0.120
N 5.16211 0.52876 1.78779 0.172
C 3.74171 1.03425 1.80369 1.359
C 2.99346 0.80545 3.10846 -1.770
C 1.52768 1.20072 2.86641 -0.126
N 0.91096 0.25482 1.89941 0.516
C 1.45609 2.65332 2.40910 -0.493
C 2.30300 2.96275 1.17898 -0.129
N 1.76073 2.35272 -0.04762 -0.548
C 3.73597 2.49230 1.39292 -1.950
H 5.22660 -0.40313 2.20109 0.510
H 5.80159 1.14922 2.28430 0.433
H 5.42942 0.46006 0.78913 0.206
H 3.24761 0.45715 1.03283 -0.741
H 3.38821 1.43920 3.90932 0.547
H 3.06566 -0.23776 3.43720 0.516
H 0.99331 1.12374 3.81451 0.761
H -0.08793 0.20452 2.08936 -1.146
H 1.25025 -0.68503 2.09748 0.208
H 1.80166 3.28560 3.23163 0.804
H 0.41998 2.92653 2.22209 -0.851
H 2.32928 4.04775 1.06299 0.693
H 2.45146 2.40253 -0.79155 0.274
H 0.96711 2.89997 -0.36779 0.175
H 4.16773 3.10127 2.19623 0.604
H 4.33569 2.64301 0.49116 0.578
O 5.25967 0.59093 -0.76774 -0.979
S 4.24357 -0.25738 -1.37598 1.520
O 4.14482 -0.23386 -2.79754 -0.717
O 2.93691 0.08681 -0.70338 -0.250
C 4.70082 -1.91706 -0.91640 -0.243
C 6.06821 -2.16045 -0.90025 -1.034
C 6.54228 -3.45185 -0.70566 -0.723
C 5.66052 -4.50363 -0.54030 -0.743
C 4.29201 -4.27328 -0.54920 -0.666
C 3.81169 -2.98779 -0.73762 0.217
S 2.08541 -2.75749 -0.46417 1.307
O 1.53962 -1.87342 -1.55393 -0.082
O 1.47025 -4.04301 -0.41851 -0.640
O 2.03036 -1.94116 0.76447 -0.554
H 6.75364 -1.34004 -1.06475 0.605
H 7.60947 -3.63261 -0.69925 0.439
H 6.03358 -5.50870 -0.39511 0.433
H 3.58541 -5.07967 -0.41161 0.645
Te -4.24461 -0.44316 -0.32167 0.240
C -5.06228 -0.06486 1.59388 0.041
C -5.49452 -1.12177 2.38634 -0.280
C -5.99772 -0.84919 3.65267 -0.428
N -6.09139 0.38082 4.16157 -0.639
C -5.69454 1.38866 3.38383 -0.562
C -5.18396 1.22007 2.10291 0.229
C -2.19719 -0.20340 0.08591 -2.033
P -1.31153 1.26213 -0.28017 2.609
C -1.54097 2.38928 1.14918 -0.210
C -1.34699 3.76939 1.02755 -0.359
C -1.46549 4.60055 2.12954 -0.827
C -1.76686 4.06080 3.37775 -0.890
C -1.96020 2.69315 3.50983 -0.806
C -1.84942 1.86265 2.39749 -0.246
C -2.18253 2.27439 -1.55992 0.440
C -3.36899 2.92419 -1.20199 -0.010
C -4.12956 3.60374 -2.13906 -0.878
C -3.72821 3.64937 -3.46603 -0.729
C -2.55801 3.01439 -3.84435 -0.953
C -1.80046 2.33946 -2.89616 -0.903
P -1.11317 -1.57889 0.06963 2.395
C -1.81039 -2.86714 -1.00398 1.079
C -2.27398 -4.07253 -0.49099 -0.650
C -2.96585 -4.95487 -1.31055 -0.995
C -3.18818 -4.64208 -2.64233 -0.701
C -2.70655 -3.44639 -3.16227 -0.880
C -2.02019 -2.56206 -2.34748 -0.426
C -1.15373 -2.32680 1.76651 0.496
C -0.26420 -3.29629 2.23637 -0.202
C -0.35871 -3.77265 3.53735 -0.784
C -1.34499 -3.29979 4.39275 -0.958
C -2.24872 -2.35412 3.93189 -0.656
C -2.14659 -1.87099 2.63304 -0.015
H -5.42875 -2.14439 2.03524 0.396
H -6.33664 -1.65922 4.29030 0.415
H -5.78870 2.38491 3.80428 0.419
H -4.88411 2.08646 1.52535 0.320
H -1.11777 4.20132 0.05926 0.502
H -1.32792 5.66921 2.01787 0.473
H -1.86524 4.70940 4.23908 0.455
H -2.21900 2.26891 4.47287 0.566
H -2.04108 0.79861 2.49342 -0.054
H -3.71470 2.89555 -0.17729 0.118
H -5.04461 4.09306 -1.82977 0.459
H -4.32347 4.17938 -4.19869 0.409
H -2.22388 3.04293 -4.87432 0.532
H -0.89825 1.88199 -3.22344 1.040
H -2.10929 -4.32768 0.54751 0.472
H -3.33735 -5.88540 -0.90105 0.456
H -3.73596 -5.32803 -3.27601 0.415
H -2.87706 -3.19898 -4.20234 0.467
H -1.65878 -1.62660 -2.75250 0.352
H 0.48650 -3.71563 1.58367 0.412
H 0.33894 -4.52704 3.87968 0.477
H -1.41610 -3.67606 5.40535 0.409
H -3.03888 -1.98747 4.57686 0.483
H -2.85682 -1.13472 2.28511 -0.328
O 0.13822 -0.35475 -3.48163 0.361
B 0.84002 0.46021 -2.60005 2.672
O 1.59733 1.39635 -3.27494 -0.877
C 1.33912 1.17676 -4.61509 0.851
C 1.83043 1.86078 -5.70079 -1.223
C 1.38772 1.42789 -6.94869 -0.658
C 0.49802 0.36253 -7.07777 -0.647
C 0.01008 -0.31801 -5.96308 -1.597
C 0.45818 0.12384 -4.74163 0.700
H 2.52536 2.68215 -5.58948 0.537
H 1.74535 1.93086 -7.83699 0.433
H 0.18040 0.05432 -8.06452 0.448
H -0.67427 -1.15149 -6.04747 0.566
```

frontier orbital gap = 6.470 eV
charge = +1

[2]
Below is a 3-piece molecular cluster, C16H28BNO7S2 overall, with properties calculated with wB97M-V/def2-TZVPD.

Geometry as XYZ:
```
55
Properties=species:S:1:pos:R:3:mulliken_charge:R:1
C 3.52541 0.11855 3.50753 -0.085
C 3.03674 1.05842 2.93520 -0.455
B 2.41850 2.16483 2.04055 0.255
C 0.85799 2.44597 2.18928 -0.696
O 0.22965 1.65608 1.14151 -0.237
C -0.89250 1.00903 1.56490 0.492
C -2.15619 1.33027 0.80102 -0.835
O -0.89512 0.21407 2.45288 -0.548
N 3.31058 2.81752 1.11097 0.225
C 2.73782 3.99635 0.42901 -0.938
C 3.77935 1.82652 0.16838 0.541
C 5.02280 1.04328 0.48035 -1.127
O 3.16776 1.61040 -0.83866 -0.537
H 4.16712 -0.62443 3.88481 0.436
H 0.47684 2.15252 3.16054 0.493
H 0.57644 3.48335 2.00745 0.250
H -2.94412 0.71346 1.17166 0.249
H -2.37096 2.38960 0.89460 0.320
H -2.00404 1.08304 -0.24729 0.315
H 2.84183 4.86435 1.06854 0.284
H 3.35667 4.19885 -0.44201 0.330
H 1.72954 3.85712 0.05324 0.318
H 5.75004 1.12395 -0.31411 0.366
H 5.44024 1.33927 1.43654 0.365
H 4.73976 0.00846 0.59762 0.201
C 3.04314 -3.36888 -2.69197 -0.616
C 2.69432 -3.52326 -1.20620 -0.565
C 4.01291 -3.68926 -0.44024 -0.649
S 5.26304 -2.83220 -1.40475 1.041
O 6.21296 -3.79826 -1.89468 -0.683
O 5.68463 -1.64814 -0.69835 -0.589
C 4.18292 -2.35679 -2.74810 -0.600
H 2.18630 -3.03646 -3.27602 0.344
H 3.37568 -4.32800 -3.09597 0.306
H 2.17738 -2.62626 -0.85916 0.267
H 2.03160 -4.36986 -1.03255 0.322
H 3.96659 -3.24784 0.55234 0.346
H 4.30916 -4.73402 -0.36752 0.358
H 4.73637 -2.37622 -3.68401 0.398
H 3.82577 -1.34687 -2.54291 0.290
C -7.66414 -0.09611 -1.42742 -0.582
C -8.09465 -0.24349 0.03757 -0.632
C -6.82384 -0.45095 0.87121 -0.726
S -5.49981 0.36958 -0.02263 1.307
O -4.55599 -0.62375 -0.46751 -0.664
O -5.08970 1.53879 0.70985 -0.673
C -6.49288 0.88135 -1.41959 -0.761
H -8.47878 0.26304 -2.05458 0.344
H -7.33977 -1.06359 -1.81702 0.299
H -8.60205 0.66791 0.36041 0.298
H -8.79064 -1.07010 0.17288 0.326
H -6.90821 -0.01066 1.86144 0.375
H -6.56433 -1.50464 0.95471 0.388
H -5.89232 0.84690 -2.32564 0.383
H -6.82940 1.90023 -1.22987 0.368
```

frontier orbital gap = 10.042 eV
SMILES = C#CB(COC(C)=O)N(C)C(C)=O.O=S1(=O)CCCC1.O=S1(=O)CCCC1

[3]
Below is C24H17N5O2PtS as an isolated structure, with properties calculated with wB97M-V/def2-TZVPD.

Geometry as XYZ:
```
50
Properties=species:S:1:pos:R:3:mulliken_charge:R:1
Pt -1.22675 0.60125 0.05552 0.726
S 2.66982 -2.24604 -0.62770 -0.404
C 3.14855 -1.53073 0.87691 1.011
C 4.27603 -1.78093 1.65614 -0.706
C 4.41229 -1.08037 2.83910 -0.443
C 3.45379 -0.13896 3.23611 -0.614
C 2.33947 0.11249 2.46160 -0.470
C 2.18121 -0.59861 1.27272 -0.710
N 1.11207 -0.47606 0.40213 0.083
C 1.21760 -1.26105 -0.61118 0.044
C 0.15081 -1.37521 -1.63177 1.709
C 0.34008 -2.19675 -2.74216 -0.682
C -0.64939 -2.32892 -3.69795 -0.832
C -1.84207 -1.63793 -3.53981 -0.669
C -2.04309 -0.81754 -2.43939 -0.581
C -1.05862 -0.66162 -1.46445 -0.636
H 5.01947 -2.50440 1.34833 0.396
H 5.27332 -1.26319 3.46887 0.379
H 3.59067 0.39842 4.16555 0.392
H 1.59082 0.84122 2.74718 0.472
H 1.27649 -2.73329 -2.85582 0.412
H -0.49354 -2.96659 -4.55818 0.399
H -2.62109 -1.73301 -4.28697 0.386
H -2.97498 -0.27646 -2.34394 0.445
N -4.89783 -4.21913 4.29839 -0.450
C -4.31879 -3.48510 3.63301 -0.119
C -3.57834 -2.56362 2.80015 0.714
C -2.68048 -3.03530 1.85831 -0.822
C -1.97072 -2.12294 1.09619 0.250
N -2.12365 -0.80436 1.23413 -0.122
C -2.98375 -0.34944 2.15849 -0.203
C -3.73053 -1.19233 2.95571 -0.756
H -2.53610 -4.09543 1.70924 0.471
H -1.25502 -2.44684 0.35433 0.355
H -3.04730 0.72611 2.25344 0.446
H -4.41916 -0.78629 3.68215 0.472
C 1.48082 4.11920 -3.32759 -0.918
N 0.82419 3.76810 -2.07568 0.107
C 0.88115 4.57865 -0.98542 0.272
C 0.26152 4.28435 0.17424 -1.123
C -0.44340 3.03866 0.22252 0.914
O -1.06173 2.57081 1.22101 -0.758
N -0.45969 2.23919 -0.86608 -0.271
C 0.12664 2.54487 -2.05967 0.413
O 0.08343 1.86116 -3.06120 -0.613
H 1.93150 5.10291 -3.22244 0.288
H 0.75566 4.12547 -4.13835 0.307
H 2.24411 3.38288 -3.57313 0.304
H 1.46908 5.47905 -1.10563 0.315
H 0.30544 4.93367 1.03306 0.419
```

frontier orbital gap = 6.836 eV

[4]
Below is one molecule with the formula C5H6O, with properties calculated with wB97M-V/def2-TZVPD.

Geometry as XYZ:
```
12
Properties=species:S:1:pos:R:3:mulliken_charge:R:1
C 1.73330 1.45410 1.25555 -1.209
C 0.60619 0.86729 0.60467 0.268
C -0.29962 0.41366 -0.03526 0.086
C -1.38035 -0.48020 -0.28459 0.558
O -2.34988 -0.42370 0.43992 -0.522
C -1.13965 -1.48057 -1.36965 -0.970
H 2.54951 1.56521 0.54321 0.297
H 1.42540 2.42085 1.64499 0.297
H 2.05658 0.81311 2.07446 0.295
H -0.74214 -0.97444 -2.25428 0.327
H -0.37979 -2.19729 -1.03188 0.272
H -2.07954 -1.97801 -1.58714 0.301
```

frontier orbital gap = 10.505 eV
SMILES = CC#CC(C)=O

So what do the calculations give for E? Going down the list: -144226.824; -55213.464; -50792.666; -7327.660 eV.
So what do the calculations give for M? Going down the list: 1121.3; 421.3; 634.6; 82.1 g/mol.